[1]
Computed, not measured: C34H60CaN2O2Si as an isolated structure at a distorted geometry, with ωB97M-V/def2-TZVPD.

Cartesian coordinates (Å):
O 0.719 3.052 -0.259
O 2.934 2.472 -0.367
C 0.217 4.106 -1.198
C -1.213 4.538 -0.939
H 0.288 3.604 -2.157
H 0.893 4.972 -1.201
H -1.865 3.658 -0.939
H -1.514 5.184 -1.779
H -1.338 5.120 -0.007
C 0.233 3.190 1.128
C 1.063 4.258 1.794
H 0.351 2.189 1.563
H -0.838 3.433 1.125
H 2.130 4.039 1.745
H 0.825 4.379 2.848
H 0.902 5.223 1.315
C 3.625 1.415 0.374
C 3.778 3.073 -1.386
C 2.900 1.083 1.644
H 4.641 1.790 0.517
H 3.722 0.548 -0.291
H 2.721 1.953 2.291
H 3.545 0.366 2.168
H 1.940 0.589 1.433
C 4.315 4.341 -0.791
H 3.147 3.202 -2.265
H 4.580 2.350 -1.603
H 3.480 4.979 -0.466
H 4.935 4.931 -1.468
H 4.929 4.091 0.090
H 1.969 2.966 -0.183
N -2.744 -1.079 1.058
C -3.366 -2.160 1.550
C -2.778 -3.442 1.606
C -1.428 -3.804 1.384
C -4.787 -1.988 2.073
H -5.350 -1.281 1.439
H -4.786 -1.599 3.108
H -5.316 -2.952 2.072
C -0.965 -5.137 1.922
H -0.117 -5.018 2.609
H -0.662 -5.825 1.121
H -1.790 -5.597 2.474
N -0.580 -3.055 0.692
C -3.003 0.259 1.446
C -3.625 1.149 0.537
C -4.055 0.654 -0.815
C -3.804 2.474 0.916
H -4.292 3.155 0.203
C -3.386 2.933 2.161
H -3.555 3.980 2.435
C -2.747 2.062 3.044
H -2.385 2.426 4.014
C -2.547 0.730 2.702
C -1.847 -0.245 3.597
C 0.790 -3.350 0.459
C 1.185 -3.979 -0.755
C 0.166 -4.659 -1.622
C 2.516 -3.912 -1.149
H 2.796 -4.310 -2.129
C 3.479 -3.311 -0.328
H 4.513 -3.229 -0.656
C 3.106 -2.817 0.934
H 3.855 -2.386 1.601
C 1.782 -2.872 1.354
C 1.410 -2.361 2.711
Ca -1.470 -1.446 -0.879
H -3.227 0.655 -1.550
H -4.832 1.318 -1.222
H -4.481 -0.360 -0.776
H -1.130 -0.852 3.026
H -2.554 -0.945 4.070
H -1.296 0.273 4.393
H 0.656 -5.062 -2.519
H -0.635 -3.982 -1.967
H -0.315 -5.503 -1.103
H 0.677 -2.999 3.226
H 1.001 -1.341 2.646
H 2.307 -2.319 3.348
H -3.435 -4.251 1.918
C 0.125 -0.074 -1.327
Si 0.963 -0.262 -2.956
H 0.973 -0.181 -0.612
H -0.131 1.014 -1.227
C 0.898 1.394 -3.845
C 0.112 -1.640 -3.848
C 2.802 -0.582 -2.728
H 3.155 -1.115 -3.619
H 3.034 -1.209 -1.858
H 3.396 0.340 -2.641
H -0.101 1.552 -4.276
H 1.638 1.388 -4.658
H 1.128 2.254 -3.190
H -0.939 -1.801 -3.557
H 0.668 -2.568 -3.674
H 0.141 -1.397 -4.917
C -2.992 -2.595 -2.418
H -3.505 -1.842 -3.032
H -3.706 -2.992 -1.688
H -2.620 -3.413 -3.050

The molar mass comes out at 597.03 g mol⁻¹. For the highest occupied orbital energy, the calculation gives -5.5 eV. The calculation puts the LUMO energy at -0.07 eV.

---

[2]
Computed, not measured: a 8-piece molecular cluster, BF4H14O7 overall at a distorted geometry, with ωB97M-V/def2-TZVPD.

Cartesian coordinates (Å):
B 0.291 -0.460 0.320
F 0.255 -0.842 1.685
F 0.136 0.922 0.249
F 1.407 -0.788 -0.378
F -0.768 -1.024 -0.378
O -1.631 3.435 -0.305
H -1.069 2.918 -0.882
H -2.436 3.565 -0.806
O 2.844 -0.363 2.603
H 1.915 -0.573 2.515
H 3.054 0.131 1.810
O -2.701 -0.086 1.568
H -2.086 -0.050 2.301
H -2.155 0.028 0.791
O -1.608 -3.415 1.197
H -1.746 -3.044 2.069
H -1.013 -2.802 0.767
O -2.074 0.630 -3.193
H -1.942 0.084 -2.419
H -1.969 1.527 -2.875
O 2.066 -1.256 -2.923
H 1.707 -1.047 -2.060
H 2.535 -2.080 -2.794
O 2.570 1.764 0.578
H 2.772 1.242 -0.198
H 1.647 1.584 0.756

The molar mass comes out at 212.91 g mol⁻¹. For the highest occupied orbital energy, the calculation gives -7.7 eV. The calculation puts the LUMO energy at 2.80 eV. As for the charge: -1.

---

[3]
Computed, not measured: the molecule C4H7NO at a distorted geometry, with ωB97M-V/def2-TZVPD.

Cartesian coordinates (Å):
C -1.964 -0.565 -0.028
N -0.558 -0.290 -0.245
C -0.050 1.052 -0.257
C 1.249 0.577 0.419
C 2.252 -0.146 -0.087
O -0.710 2.009 0.069
H -0.040 -1.070 -0.626
H 1.454 1.249 1.242
H -2.416 -0.951 -0.944
H -2.117 -1.285 0.779
H -2.461 0.371 0.227
H 3.253 -0.063 0.313
H 2.111 -0.889 -0.862

The molar mass comes out at 85.11 g mol⁻¹. For the highest occupied orbital energy, the calculation gives -8.8 eV. The calculation puts the LUMO energy at 0.61 eV.

---

Energy above the lowest of the compared OMol25 structures with the same formula, charge and spin list, top to bottom, in kJ/mol: 332.7, 38.1, 296.0